## w
Entry from the OMol25 dataset: a single C2H3NO2 molecule (ωB97M-V with the def2-TZVPD basis set).

```
8
Properties=species:S:1:pos:R:3:lowdin_charge:R:1
O 2.376 -0.239 -0.046 0.0231
C 1.134 0.062 -0.020 -0.3758
N 0.239 0.994 -0.307 0.1698
C -0.258 -0.199 0.323 -0.2962
O -0.945 -1.203 -0.365 0.0529
H -0.217 1.769 -0.873 0.1846
H -0.487 -0.077 1.501 0.1902
H -1.842 -1.106 -0.212 0.0514
```

Properties
Gap between HOMO and LUMO (hartree): 0.3818
Total charge: 0
LUMO level (eV): 0.546
SMILES: O=C1N[C@H]1O


## x
Entry from the OMol25 dataset: 2 unconnected molecules or ions with the total composition C2H3NO2 (ωB97M-V with the def2-TZVPD basis set).

```
8
Properties=species:S:1:pos:R:3:lowdin_charge:R:1
O 1.613 1.115 0.109 0.0555
C 1.868 -0.053 -0.006 -0.4502
O 1.036 -1.036 0.066 0.0881
H 2.753 -0.599 -0.503 0.1591
H 0.119 -0.845 0.235 0.0396
C -2.477 0.437 -0.054 -0.0549
N -1.987 -0.496 0.418 0.0579
H -2.925 1.475 -0.265 0.1048
```

Properties
Gap between HOMO and LUMO (hartree): 0.4223
Total charge: 0
LUMO level (eV): 0.860
SMILES: O=CO.C#N


## y
Entry from the OMol25 dataset: a single C2H3NO2 molecule (ωB97M-V with the def2-TZVPD basis set).

```
8
Properties=species:S:1:pos:R:3:lowdin_charge:R:1
C 0.607 1.657 0.269 -0.0715
N 0.387 0.444 0.380 -0.1045
O -0.513 -0.262 -0.337 -0.0894
C -0.596 -1.720 -0.312 -0.2103
O -0.926 -2.233 -1.369 0.0663
H 0.067 2.246 -0.516 0.0788
H 0.971 2.192 1.376 0.1547
H 0.003 -2.325 0.509 0.1759
```

Properties
Gap between HOMO and LUMO (hartree): 0.3747
Total charge: 0
LUMO level (eV): 0.289
SMILES: C=NOC=O


Stability check: which of them is least stable? y.


## w
Entry from the OMol25 dataset: a single C2H3NO2 molecule (ωB97M-V with the def2-TZVPD basis set).

```
8
Properties=species:S:1:pos:R:3:lowdin_charge:R:1
O 0.722 -0.835 -2.163 0.0130
C 0.457 -0.566 -1.015 -0.3322
C 0.784 -1.459 0.129 -0.0976
N 1.976 -2.339 -0.750 0.0287
O 1.675 -3.458 -0.780 0.0437
H 0.529 0.576 -0.922 0.1291
H 0.547 -0.893 1.008 0.0758
H -0.017 -2.346 0.136 0.1395
```

Properties
Gap between HOMO and LUMO (hartree): 0.3337
Total charge: 0
LUMO level (eV): -0.331
SMILES: O=CCN=O


## x
Entry from the OMol25 dataset: 2 unconnected molecules or ions with the total composition C2H3NO2 (ωB97M-V with the def2-TZVPD basis set).

```
8
Properties=species:S:1:pos:R:3:lowdin_charge:R:1
C -1.181 -0.206 0.185 -0.2859
C -0.244 -0.727 -0.712 0.0468
N -1.827 0.398 0.911 0.1804
O 1.416 0.826 0.834 -0.0955
O 1.196 0.568 -0.488 -0.1671
H 0.331 -1.493 -0.210 0.0981
H -0.433 -0.684 -1.837 0.1382
H 0.741 1.317 1.317 0.0850
```

Properties
Gap between HOMO and LUMO (alpha / beta) (hartree): 0.3356 / 0.3354
Total charge: 0
LUMO level (alpha / beta) (eV): -0.967 / -0.966


Stability check: which of them is least stable? x.


## w
Entry from the OMol25 dataset: a single C2H3NO2 molecule (ωB97M-V with the def2-TZVPD basis set).

```
8
Properties=species:S:1:pos:R:3:lowdin_charge:R:1
C -0.349 0.960 0.417 -0.0929
C 0.350 -0.349 0.381 -0.1291
N 0.650 0.762 2.407 0.0627
O 0.808 -0.460 1.742 -0.1144
O -0.113 1.486 1.583 -0.0492
H -0.863 1.669 -0.155 0.1069
H -0.206 -1.157 0.178 0.0785
H 1.312 -0.164 -0.171 0.1375
```

Properties
Gap between HOMO and LUMO (alpha / beta) (hartree): 0.3362 / 0.3081
Total charge: 0
LUMO level (alpha / beta) (eV): 0.730 / 0.719


## x
Entry from the OMol25 dataset: a single C2H3NO2 molecule (ωB97M-V with the def2-TZVPD basis set).

```
8
Properties=species:S:1:pos:R:3:lowdin_charge:R:1
C -0.382 1.105 0.103 0.1589
N -0.540 -0.231 -0.032 -0.3894
O -1.630 -0.778 -0.053 -0.0140
C 0.633 -0.910 -0.132 0.0304
O 2.073 -0.261 -0.154 -0.1381
H -1.412 1.471 0.127 0.1080
H 0.571 1.632 0.092 0.0970
H 0.686 -2.028 0.049 0.1471
```

Properties
Gap between HOMO and LUMO (alpha / beta) (hartree): 0.3068 / 0.2885
Total charge: 0
LUMO level (alpha / beta) (eV): -1.763 / -2.023
SMILES: C=[N+]([O-])C=O


## y
Entry from the OMol25 dataset: 2 unconnected molecules or ions with the total composition C2H3NO2 (ωB97M-V with the def2-TZVPD basis set).

```
8
Properties=species:S:1:pos:R:3:lowdin_charge:R:1
N -1.307 0.799 -0.210 0.1966
C -2.294 0.134 -0.147 -0.4254
O -3.164 -0.582 0.097 0.1676
H -0.928 1.505 -0.798 0.0834
C 1.922 -0.464 0.265 -0.1644
O 2.719 -0.291 -0.606 -0.0008
H 0.960 -0.975 0.099 0.0646
H 2.091 -0.127 1.300 0.0784
```

Properties
Gap between HOMO and LUMO (hartree): 0.3954
Total charge: 0
LUMO level (eV): 0.552
SMILES: N=C=O.C=O


Stability check: which of them is least stable? x.


## w
Entry from the OMol25 dataset: a single C2H3NO2 molecule (ωB97M-V with the def2-TZVPD basis set).

```
8
Properties=species:S:1:pos:R:3:lowdin_charge:R:1
N 0.811 0.416 -1.052 0.1917
C 0.462 -0.384 -0.022 -0.5953
O 0.915 -1.443 0.289 0.1216
C -1.492 -0.463 1.243 0.1108
O -0.550 0.299 0.721 -0.0825
H 1.502 0.088 -1.704 0.1213
H 0.313 1.270 -1.238 0.1135
H -2.115 0.309 1.761 0.0188
```

Properties
Gap between HOMO and LUMO (hartree): 0.3448
Total charge: 0
LUMO level (eV): 0.337


## x
Entry from the OMol25 dataset: 2 unconnected molecules or ions with the total composition C2H3NO2 (ωB97M-V with the def2-TZVPD basis set).

```
8
Properties=species:S:1:pos:R:3:lowdin_charge:R:1
N -2.807 -0.065 -0.895 0.1662
C -2.478 -1.208 -0.704 -0.4269
O -2.088 -2.283 -0.493 0.1495
H -2.108 0.665 -0.831 0.0677
C 0.597 -0.358 -0.355 -0.1334
O -0.282 0.348 -0.013 0.0029
H 1.238 -1.127 0.091 0.0916
H 0.870 -0.372 -1.417 0.0825
```

Properties
Gap between HOMO and LUMO (hartree): 0.4084
Total charge: 0
LUMO level (eV): 0.430
SMILES: N=C=O.C=O


Stability check: which of them is least stable? w.